[1]
85
Properties=species:S:1:pos:R:3:mulliken_charge:R:1 method="wB97M-V/def2-TZVPD" largest_force_ev_per_a=1.108 smiles="CCC(=O)O[C@@H](O[P@@](=O)(CCCCc1ccccc1)CC(=O)N1C[C@H](C2CCCCC2)C[C@H]1C(=O)O)C(C)C" de_lowest_kj_mol=0.0 total_energy_ha=-2093.73205 orbital_gap_ev=9.85 lumo_energy_ev=0.6
P 1.35 -0.24 1.37 0.47
O 0.07 -0.65 1.96 -0.82
O -0.38 3.88 2.38 -0.59
O -2.58 3.72 2.53 -0.60
O -0.40 -1.99 -0.62 -0.65
O 1.14 2.97 0.46 -0.84
O 2.35 -1.48 1.00 -0.08
O 0.81 -3.19 0.85 -0.33
N -0.85 2.00 0.14 0.48
C -6.73 -0.87 -0.78 -0.74
C -2.40 -4.12 0.13 -1.26
C 3.12 -3.68 0.47 0.81
C -3.14 1.43 0.16 0.21
C 4.70 2.00 -0.84 0.56
C -4.25 -0.76 -0.38 -0.21
C 2.71 -4.99 -0.21 -1.60
C 4.44 1.08 -1.85 -0.27
C -1.75 0.91 -0.19 -0.82
C 3.38 3.62 -2.03 -0.59
C 4.62 0.73 1.30 0.44
C -0.35 -2.72 0.34 0.60
C 5.49 1.58 0.37 -1.66
C -3.00 2.94 -0.11 -1.28
C 4.17 3.27 -0.95 -0.16
C -4.26 0.75 -0.63 0.36
C 3.12 2.70 -3.03 -0.48
C 2.41 0.69 2.54 -1.27
C 2.00 -2.65 0.31 -0.35
C -5.63 1.32 -0.26 -1.03
C 3.66 1.42 -2.93 -0.66
C -1.59 3.24 0.38 -0.43
C -6.74 0.63 -1.04 -0.79
C 1.16 0.69 -0.22 2.04
C 0.48 1.97 0.14 -0.53
C 3.52 1.55 1.96 0.02
C -1.58 3.63 1.88 0.66
C -5.37 -1.45 -1.16 -0.98
C 4.42 -3.14 -0.12 -1.31
C -1.53 -3.29 1.07 -0.18
H 3.46 0.70 -3.71 0.42
H -6.91 -1.06 0.28 0.33
H -5.20 -1.31 -2.23 0.36
H -6.61 0.81 -2.10 0.34
H 3.09 2.24 1.24 -0.24
H -2.10 -2.44 1.46 0.11
H -3.31 -4.43 0.65 0.37
H -4.09 0.93 -1.70 0.34
H -1.48 0.02 0.37 0.07
H -3.29 -1.18 -0.68 0.07
H 3.24 -3.85 1.54 0.29
H -1.68 0.69 -1.27 0.25
H 2.14 0.92 -0.64 -1.56
H -1.18 -3.88 1.91 0.38
H 4.36 4.00 -0.17 0.33
H 5.21 -3.88 -0.01 0.45
H -4.39 -0.95 0.68 0.25
H -7.71 1.05 -0.74 0.39
H 0.58 0.08 -0.91 1.06
H -1.11 4.07 -0.17 0.46
H -2.68 -3.54 -0.74 0.26
H 1.80 -5.38 0.22 0.31
H -5.79 1.19 0.81 0.35
H 1.69 1.30 3.09 0.44
H 6.36 0.99 0.06 0.48
H -7.52 -1.36 -1.35 0.40
H 2.56 -4.83 -1.27 0.37
H -3.73 3.52 0.45 0.57
H -1.87 -5.01 -0.19 0.42
H 2.51 2.96 -3.87 0.41
H 3.50 -5.73 -0.08 0.44
H 3.94 2.15 2.77 0.57
H 5.85 2.46 0.91 0.39
H 1.83 -2.41 -0.75 0.50
H -5.35 -2.53 -0.96 0.35
H 4.86 0.08 -1.78 0.46
H -3.10 3.15 -1.17 0.32
H 5.25 0.27 2.07 0.47
H 2.97 4.62 -2.09 0.41
H -5.65 2.39 -0.47 0.42
H 4.16 -0.07 0.72 -0.64
H 4.29 -2.92 -1.17 0.35
H -3.32 1.29 1.23 0.17
H 0.34 3.71 1.70 0.50
H 2.80 -0.06 3.23 0.52
H 4.72 -2.23 0.40 0.16

[2]
12
Properties=species:S:1:pos:R:3:mulliken_charge:R:1 method="wB97M-V/def2-TZVPD" largest_force_ev_per_a=6.672 de_lowest_kj_mol=540.6 total_energy_ha=-488.86733 orbital_gap_ev=8.90 lumo_energy_ev=-0.9
O 0.95 -1.40 0.80 -0.48
O 1.08 2.00 0.59 -0.26
O -0.82 0.84 1.48 -0.49
O -1.46 -0.72 -1.66 -0.55
N 0.46 -1.34 -0.62 -0.09
N 0.46 1.70 -0.44 0.11
C -0.76 0.72 0.06 -0.12
C -0.64 -0.56 -0.79 0.35
H 1.77 -0.51 0.68 0.43
H -1.72 1.18 -0.39 0.36
H -0.02 0.23 1.57 0.49
H 0.69 -2.14 -1.27 0.26

[3]
63
Properties=species:S:1:pos:R:3:mulliken_charge:R:1 method="wB97M-V/def2-TZVPD" largest_force_ev_per_a=1.752 s2=2.010 multiplicity=3 de_lowest_kj_mol=34.9 total_charge=+2 total_energy_ha=-3561.98019 orbital_gap_ev="7.99 / 7.39" lumo_energy_ev="-6.2 / -6.7"
Re -0.59 -1.09 0.96 1.97
Sb 0.95 1.36 -1.07 1.96
S 0.31 -0.91 -1.20 -0.71
S 0.14 -3.91 2.08 1.11
S 0.79 -1.46 3.00 1.07
F -2.37 -3.50 2.84 -0.18
F 2.94 -0.64 4.16 -0.18
F 1.70 -1.93 5.40 -0.16
F -0.99 -3.77 4.47 -0.18
F -1.56 -5.47 3.26 -0.20
F 1.10 0.12 5.02 -0.16
O 1.31 -0.61 1.89 -0.59
O -0.66 -1.15 3.19 -0.64
O -2.53 -1.33 0.36 -0.55
O 0.64 -5.20 1.79 -0.57
O -0.44 -3.15 0.89 -0.73
N 1.15 -2.97 2.86 -0.54
N -2.91 -2.20 -0.59 0.21
C -3.10 -2.80 -2.85 -1.17
C -2.03 2.90 -3.78 -0.84
C -1.39 2.24 -2.74 -0.35
C 1.72 -0.94 4.54 0.45
C 0.07 1.79 0.79 0.20
C 4.91 2.99 -0.85 -0.80
C 2.99 1.59 -1.08 0.54
C -1.82 1.53 2.28 -0.25
C -1.31 -4.18 3.27 0.78
C 0.74 3.13 -3.49 -0.64
C 0.81 2.36 1.82 -0.56
C 5.16 0.64 -1.38 -0.73
C -1.29 3.67 -4.66 -0.52
C -1.08 2.11 3.30 -0.65
C 3.78 0.48 -1.36 -0.65
C -3.59 -3.29 -0.20 -0.10
C 0.22 2.54 3.06 -0.70
C -4.06 -4.18 -1.15 -0.92
C -2.66 -1.93 -1.88 0.28
C -0.01 2.36 -2.61 0.91
C 5.72 1.89 -1.13 -0.50
C -3.81 -3.93 -2.49 -0.09
C 3.53 2.85 -0.83 -0.11
C -1.25 1.36 1.01 -0.53
C 0.09 3.79 -4.53 -0.65
H -2.09 -1.04 -2.08 0.50
H 1.84 2.67 1.66 0.53
H -1.90 1.10 0.19 0.24
H -3.10 2.82 -3.89 0.43
H -3.75 -3.39 0.86 0.64
H -2.84 1.22 2.45 0.51
H 1.82 3.22 -3.38 0.42
H 2.91 3.72 -0.63 0.51
H -2.90 -2.57 -3.89 0.46
H 6.79 2.01 -1.16 0.42
H 5.36 3.96 -0.66 0.43
H -4.17 -4.62 -3.24 0.44
H -1.53 2.25 4.28 0.46
H 0.66 4.39 -5.22 0.42
H -4.61 -5.05 -0.82 0.45
H 0.78 3.01 3.86 0.49
H -1.98 1.64 -2.05 0.15
H 5.79 -0.21 -1.60 0.43
H 3.34 -0.49 -1.55 0.36
H -1.79 4.19 -5.47 0.41

[4]
9
Properties=species:S:1:pos:R:3:mulliken_charge:R:1 method="wB97M-V/def2-TZVPD" largest_force_ev_per_a=4.742 smiles="[NH3+][S-].C=S" de_lowest_kj_mol=225.6 total_energy_ha=-892.12645 orbital_gap_ev=6.69 lumo_energy_ev=-1.1
S 1.55 -1.07 0.02 -0.29
S -1.76 1.36 0.13 -0.44
N -1.42 -0.46 -0.05 -0.35
C 1.77 0.53 -0.06 -0.18
H -0.43 -0.71 -0.12 0.10
H 1.03 1.20 -0.09 0.23
H -1.70 -1.03 -0.92 0.36
H 2.76 0.93 0.25 0.23
H -1.81 -0.75 0.83 0.34

[5]
10
Properties=species:S:1:pos:R:3:mulliken_charge:R:1 method="wB97M-V/def2-TZVPD" largest_force_ev_per_a=2.864 s2=0.753 multiplicity=2 de_lowest_kj_mol=215.2 total_charge=+1 total_energy_ha=-552.78233 orbital_gap_ev="8.10 / 2.22" lumo_energy_ev="-4.7 / -10.6"
S -3.22 -0.54 0.77 0.32
O -0.03 0.60 -0.48 -0.53
C 2.22 0.19 -0.72 -0.50
C 1.07 -0.35 -0.35 -0.03
H 0.97 -1.12 0.43 0.28
H -0.07 0.68 -1.44 0.33
H 3.12 -0.25 -0.33 0.29
H -2.34 0.24 1.35 0.33
H 2.17 1.30 -1.12 0.19
H -3.90 -0.74 1.90 0.33

[6]
23
Properties=species:S:1:pos:R:3:mulliken_charge:R:1 method="wB97M-V/def2-TZVPD" largest_force_ev_per_a=4.814 total_energy_ha=-3868.26340 orbital_gap_ev=8.76 lumo_energy_ev=0.4
Br 4.10 0.27 -0.28 -0.17
S 1.31 0.49 0.41 1.05
S 0.92 -2.48 -0.37 1.03
O 0.26 0.53 1.36 -0.77
O 1.13 -0.81 -0.55 -0.24
O 1.48 -2.81 0.88 -0.54
O 1.40 -3.08 -1.54 -0.59
C 0.79 1.57 -1.02 -0.56
C 2.86 0.23 1.18 -0.68
C -0.97 -2.60 -0.23 -0.55
C -1.17 -2.19 1.21 -0.87
C 1.05 3.04 -0.88 -1.09
H -0.12 1.17 -1.18 0.55
H -0.68 -1.14 1.56 0.22
H -0.82 -3.60 -0.28 0.38
H 3.25 1.04 1.87 0.40
H 1.36 1.05 -1.93 0.34
H 0.27 3.54 -0.30 0.31
H -0.55 -2.89 1.79 0.36
H 1.27 3.40 -1.84 0.36
H 1.92 3.06 -0.24 0.31
H -1.54 -2.13 -0.97 0.39
H -2.21 -2.40 1.57 0.35